The molecule C2HF4NO, computed with the ωB97M-V functional and the def2-TZVPD basis.

Geometry as XYZ:
```
9
Properties=species:S:1:pos:R:3:forces:R:3
C -1.3151 -0.0223 -0.4350 -1.4904 -0.9770 -3.2866
C 1.0617 -0.0307 0.1373 3.4206 -0.7030 -2.1300
N -0.3413 0.1563 0.3352 0.6693 -0.2247 0.6684
O -0.5581 0.5142 1.5132 -0.6092 1.2418 2.2259
F -1.2684 -0.5510 -1.6800 0.4850 0.6615 1.2677
F 1.6779 1.0815 -0.3269 -1.0816 -0.2718 0.3288
F 1.6305 -0.3885 1.2336 0.2298 0.1571 1.6513
F 1.3839 -1.0179 -0.7155 -1.0500 0.1352 -0.7781
H -2.2712 0.2584 -0.0619 -0.5735 -0.0190 0.0526
```
Positions in Å, forces in eV/Å.

The relative energy (zero: lowest compared OMol25 entry of this formula, charge and spin) comes out at 283.4 kJ/mol. As for the max |F|: 4.09 eV/Å. The energy is -606.1598 Ha. The LUMO energy (alpha / beta) is 0.00523 / 0.00524 hartree. As for the charge: 0. The HOMO energy (alpha / beta) comes out at -0.3582 / -0.3582 Ha.

Atom charges from the Mulliken analysis, given in e for atoms 1 to 6: -0.012 0.678 0.508 -0.662 -0.213 -0.241

The molecule CH5NO2S, computed with the ωB97M-V functional and the def2-TZVPD basis.

Geometry as XYZ:
```
10
Properties=species:S:1:pos:R:3:forces:R:3
C -0.5995 -1.0539 -0.4292 0.0348 -0.0307 1.2680
N 0.4402 0.0044 -0.5493 -0.3042 -1.7939 1.1100
O -0.3847 1.8921 0.6594 0.2856 1.7482 -0.6199
O 0.0188 1.2233 -0.6414 -0.3951 2.0835 -1.0764
S 1.8863 -0.2602 0.3361 0.3622 0.1619 -0.7183
H -1.3536 -0.9687 0.4449 1.4069 0.2828 -1.2022
H -1.1427 -1.0995 -1.3624 -0.1745 -0.0152 -0.1627
H 0.0040 -1.9595 -0.2804 -0.5713 0.0648 -0.1929
H -0.2205 2.8581 0.3392 -0.3465 -2.4921 0.8772
H 1.3516 -0.6361 1.4830 -0.2979 -0.0093 0.7172
```
Positions in Å, forces in eV/Å.

The relative energy (zero: lowest compared OMol25 entry of this formula, charge and spin) comes out at 546.2 kJ/mol. As for the max |F|: 2.66 eV/Å. The energy is -644.3363 Ha. The LUMO energy is 0.02798 hartree. As for the charge: 0. The HOMO energy comes out at -0.3393 Ha.

Atom charges from the Mulliken analysis, given in e for atoms 1 to 6: -0.686 0.059 -0.348 -0.210 -0.123 0.237

The molecule C24H27N7O3, computed with the ωB97M-V functional and the def2-TZVPD basis.

Geometry as XYZ:
```
61
Properties=species:S:1:pos:R:3:forces:R:3
C 2.5366 7.7016 -1.8439 -4.5659 -2.3685 -1.6261
H 3.3081 8.1063 -1.3282 2.2547 1.0722 1.7639
O 2.2035 6.4032 -1.1407 6.2662 5.5885 0.5536
C 1.2177 5.7140 -1.4050 -6.4751 -1.6615 -1.7371
C 0.9968 4.6520 -0.4933 1.3383 5.1963 -3.7678
C 0.1558 3.7574 -0.9146 -2.5168 -3.4465 0.2223
C -0.6156 4.0386 -1.9715 -9.5345 -2.8986 -5.1303
C -0.7912 5.1383 -2.7795 3.3885 2.7545 -1.5013
C 0.2499 6.0565 -2.5237 0.2705 -4.9723 4.3476
H 0.4308 6.8640 -3.0530 0.7607 3.8055 -2.5607
H -1.3860 5.2986 -3.7979 0.8446 -0.8105 2.8525
N -1.9297 3.1283 -2.3735 11.3980 -3.3920 15.8087
C -2.0961 1.9193 -1.3858 -6.9456 0.4010 -12.7867
O -2.9504 1.0889 -1.9821 2.5234 2.3036 3.8219
C -1.2141 1.6508 -0.4530 9.6723 2.2065 4.6779
C 0.0292 2.5463 -0.2290 -4.7419 -4.1999 2.1958
H 0.6630 2.3056 0.7623 -1.1892 0.5008 -2.7814
C -1.1756 0.3587 0.2779 -2.9044 -1.7282 -0.3724
N -0.5779 -0.9113 -0.3095 7.2747 5.2024 5.6483
C 1.0594 -0.5783 -0.2277 -2.7291 -4.0479 3.0746
C 1.2757 -0.3713 1.2792 0.3372 -2.4559 -5.0309
N 1.9560 0.7056 1.7021 -3.1363 -3.2325 1.2273
N 2.0665 0.2811 3.0071 4.0014 3.8561 0.9168
N 1.9006 -0.8762 3.2409 -3.6576 -3.3468 1.1125
N 1.0268 -1.4261 2.0941 5.8791 5.0657 2.1439
C 0.7871 -2.8402 2.1081 -3.8990 3.5266 -4.5989
C -0.6563 -2.7680 2.6018 2.3662 -3.4287 -18.7351
C -1.0509 -2.6248 3.7803 2.4941 3.3000 13.5399
H -1.8612 -2.0938 4.0211 -3.6965 1.5704 0.3040
H -0.1883 -1.8797 4.3732 -2.0979 -1.8453 -1.4938
C -0.9384 -3.9855 4.4191 2.8383 5.3806 7.5909
H 0.0658 -4.1214 4.7935 0.8074 -0.1820 -0.5268
H -1.4541 -4.1198 5.3721 -0.6074 0.3734 -0.1885
C -1.3390 -4.7796 3.4762 -6.3983 -9.6191 -10.2617
H -0.7640 -5.7244 3.3284 -0.7595 0.4099 0.4479
O -1.2245 -4.2052 1.9717 0.7337 1.8884 5.7759
H -2.5853 -5.0850 3.5150 3.5468 0.8035 0.0438
H -0.9626 -2.1526 1.6849 -0.8801 -0.2032 1.9942
H 0.9657 -3.1261 1.0342 -1.1331 -0.4178 1.0022
H 1.4355 -3.3177 2.6302 4.3475 -2.7630 3.8717
H 1.4638 0.2411 -0.6338 0.2997 3.7560 -2.2100
H 1.6805 -1.3777 -0.7405 -0.9395 0.1797 1.2677
C -0.7938 -1.0789 -1.6157 -1.7829 -5.7533 -0.0741
C -0.2826 -2.4861 -1.7961 -0.2036 -0.6850 -4.8190
C -0.8380 -3.5539 -1.2020 -0.4209 -7.6803 5.1626
C -0.2695 -5.0350 -1.2953 2.4232 10.8702 -6.1195
C 0.6974 -5.0989 -2.3400 -2.7690 -2.3274 3.0288
N 1.0957 -4.1184 -3.0357 -1.2113 6.0182 -3.5620
C 0.4244 -2.8636 -2.9846 4.8677 0.4088 1.1299
H 0.9485 -1.9330 -3.6848 -1.7173 -2.9963 1.8242
H 0.9966 -6.0374 -2.7414 0.8620 -1.0729 0.4212
H -0.6237 -5.7869 -0.8379 -2.7455 -5.1952 3.5302
H -1.5817 -3.6802 -0.2884 1.2924 1.5763 -1.9971
H -0.3262 -0.5339 -2.2899 1.4242 3.4372 -3.2328
H -1.8126 -1.2612 -1.6159 -2.5482 0.7202 -1.5379
H -2.1482 -0.0806 0.0810 -1.2701 0.8288 1.0400
H -1.0426 0.5193 1.3712 0.3140 -0.5972 -0.8775
H -2.4081 3.3002 -3.0706 -6.0682 1.7359 -8.5148
H 1.7828 4.3558 0.0215 3.3622 -0.8340 3.2196
H 2.9453 7.3788 -2.9032 -1.4953 1.1715 1.7902
H 1.5224 8.4024 -1.6593 2.8513 -1.7470 -1.3080
```
Positions in Å, forces in eV/Å.

The relative energy (zero: lowest compared OMol25 entry of this formula, charge and spin) comes out at 2345.8 kJ/mol. As for the max |F|: 19.78 eV/Å. The energy is -1538.9408 Ha. The LUMO energy is -0.03918 hartree. As for the charge: 0. The HOMO energy comes out at -0.2862 Ha.

Atom charges from the Mulliken analysis, given in e for atoms 1 to 6: -0.769 0.265 -0.419 0.606 -1.145 0.789

A 2-piece molecular cluster, C5H8NOS overall, computed with the ωB97M-V functional and the def2-TZVPD basis.

Geometry as XYZ:
```
16
Properties=species:S:1:pos:R:3:forces:R:3
C -0.4438 2.7672 0.0985 -0.0333 1.7143 -1.2248
C -0.1558 1.6170 -0.6446 0.0198 -2.4074 -0.1153
C -0.2880 2.5025 1.4024 -1.3322 2.5828 -0.9608
C -0.0491 0.6966 0.3600 0.1500 -1.4497 0.0101
C 0.4871 -1.9329 0.1490 0.6078 1.7799 -1.1726
N -0.3980 -1.9714 -1.0309 -2.1078 0.8178 0.4991
O -0.1507 1.2175 1.6109 1.3787 -2.1900 -0.3727
S 2.0684 -2.5143 -0.1995 0.2441 -0.3167 1.7946
H -0.7967 3.6771 -0.3530 0.3794 0.3892 0.1981
H -0.0730 1.3961 -1.7205 -0.1488 0.5086 0.8011
H -0.3549 3.2849 2.1111 -0.1372 -0.2678 1.4436
H -0.0426 -1.9657 1.0625 -0.2445 -0.2833 0.7238
H -1.3096 -1.5212 -0.8607 0.2189 0.2998 0.9643
H -0.2235 -1.4989 -1.9112 1.4688 0.0216 -0.2682
H -0.6980 -2.9008 -1.2089 0.0814 -1.6469 -0.7121
H 2.4283 -2.8537 1.1350 -0.5451 0.4478 -1.6082
```
Positions in Å, forces in eV/Å.

The relative energy (zero: lowest compared OMol25 entry of this formula, charge and spin) comes out at 578.5 kJ/mol. As for the max |F|: 3.06 eV/Å. The energy is -723.0350 Ha. The LUMO energy (alpha / beta) is -0.17621 / -0.17215 hartree. As for the charge: +1. The HOMO energy (alpha / beta) comes out at -0.4503 / -0.4399 Ha.

Atom charges from the Mulliken analysis, given in e for atoms 1 to 6: -0.419 -0.216 -0.401 0.160 -0.287 -0.372